(1)
A cluster of 10 separate species, C38H58Br2O27 in total at a distorted geometry. Source: OMol25; level of theory: ωB97M-V/def2-TZVPD.

Geometry as XYZ:
```
125
Properties=species:S:1:pos:R:3:lowdin_charge:R:1
C 0.2008 4.8877 -0.3595 0.0100
C -1.2417 4.8369 -0.9564 -0.2905
C -1.3282 4.8299 -2.4586 -0.0955
O -2.4197 3.9381 -2.6760 0.0716
C -2.5227 3.1078 -1.5974 -0.5205
O -3.2326 2.0822 -1.5953 0.1023
O -1.8617 3.6140 -0.5759 0.0726
H 0.7993 5.7360 -0.6915 0.0819
H 0.7423 3.9707 -0.5922 0.0663
H 0.2017 4.8773 0.7304 0.0878
H -1.7495 5.7102 -0.5472 0.1538
H -0.4070 4.4309 -2.8833 0.1193
H -1.4929 5.8719 -2.7330 0.1413
C 3.1973 1.9058 5.0958 0.0002
C 3.3097 2.8220 3.8618 -0.3188
C 1.9637 3.2867 3.2809 -0.1048
O 2.1001 4.6861 3.0925 0.0781
C 3.2441 5.0976 3.6308 -0.5245
O 3.5946 6.2923 3.7039 0.0900
O 3.9022 4.0536 4.1493 0.0979
H 2.3204 1.2800 4.9297 0.0835
H 2.9687 2.5739 5.9262 0.0917
H 4.1136 1.3734 5.3508 0.0797
H 3.8140 2.2618 3.0744 0.1322
H 1.2082 3.0598 4.0331 0.1231
H 1.7435 2.6764 2.4050 0.0931
C -2.3567 -6.4645 0.2695 0.0071
C -1.3154 -5.5856 1.0626 -0.2754
C -1.5627 -4.0930 1.1438 -0.1311
O -1.8009 -3.9011 2.5072 0.0618
C -1.3975 -4.9485 3.1938 -0.5376
O -1.3126 -4.8837 4.4336 0.1029
O -1.1861 -6.0134 2.4059 0.1089
H -2.4296 -6.1514 -0.7720 0.0666
H -3.3918 -6.3709 0.5982 0.0722
H -2.1656 -7.5371 0.3015 0.0790
H -0.3351 -5.7864 0.6305 0.1411
H -2.3600 -3.7228 0.4993 0.0867
H -0.6506 -3.5356 0.9304 0.1094
C 4.5725 -0.8461 3.0073 -0.0119
C 3.2905 -1.5296 2.5370 -0.3652
C 3.1628 -2.9794 2.9470 -0.0687
O 1.8030 -3.0892 3.3388 0.1060
C 1.2736 -1.9281 3.5839 -0.4872
O 0.0733 -1.6849 3.8142 0.1071
O 2.2563 -1.0032 3.2530 0.0364
H 4.5349 -0.8398 4.0966 0.0866
H 4.8048 0.1663 2.6771 0.0708
H 5.4874 -1.3626 2.7170 0.0870
H 3.1857 -1.3880 1.4613 0.1546
H 3.8482 -3.2772 3.7405 0.1418
H 3.4062 -3.5371 2.0427 0.1383
C 5.0190 6.4879 0.6258 0.0010
C 4.0711 5.8036 -0.3790 -0.2710
C 4.8843 5.1088 -1.5377 -0.1042
O 4.2068 3.9207 -1.6841 0.0661
C 3.6159 3.6277 -0.5249 -0.5703
O 3.1174 2.5369 -0.2477 0.1090
O 3.5836 4.6559 0.2755 0.0887
H 5.7210 5.7266 0.9657 0.0991
H 4.3467 6.8735 1.3923 0.0744
H 5.5422 7.3410 0.1938 0.0903
H 3.2701 6.4036 -0.8109 0.1502
H 5.9093 4.8577 -1.2652 0.1368
H 4.9214 5.6944 -2.4563 0.1386
C -3.4732 -1.4342 4.2335 -0.0051
C -4.3245 -0.5712 3.3723 -0.3694
C -3.8636 -0.6550 1.9499 -0.2156
O -4.9921 -1.0659 1.2398 0.0719
C -6.0517 -1.0737 2.0308 -0.5389
O -7.1942 -1.1432 1.6286 0.1434
O -5.6241 -0.9818 3.2978 0.1271
H -3.3659 -2.4479 3.8477 0.0885
H -3.7794 -1.4404 5.2796 0.0934
H -2.4567 -1.0408 4.2422 0.0772
H -4.2057 0.4720 3.6652 0.1556
H -3.0264 -1.3400 1.8156 0.0507
H -3.5390 0.3043 1.5467 0.0666
C 0.5670 -3.2780 -4.7011 -0.0016
C 0.0666 -3.0966 -3.2759 -0.3123
C -0.6063 -4.3287 -2.6483 -0.1139
O 0.4616 -4.9030 -1.9975 0.0809
C 1.3638 -3.9956 -1.6720 -0.5653
O 2.2459 -4.1708 -0.8176 0.1028
O 1.1569 -2.9259 -2.3970 0.0920
H 1.1078 -4.2192 -4.8000 0.0940
H 1.0768 -2.4021 -5.1025 0.0826
H -0.3005 -3.5272 -5.3121 0.0878
H -0.5235 -2.1826 -3.2083 0.1189
H -0.9675 -5.0109 -3.4178 0.1477
H -1.3722 -3.9137 -1.9931 0.1070
C -4.0236 -2.9570 -3.1922 -0.0193
C -4.6814 -2.5679 -1.8732 -0.3132
C -6.2635 -2.7006 -1.9476 -0.0876
O -6.6264 -3.4418 -0.8218 0.0668
C -5.4724 -3.8541 -0.1780 -0.4885
O -5.4507 -4.5720 0.8349 0.1160
O -4.3967 -3.4862 -0.8667 0.0521
H -4.3329 -3.9175 -3.6043 0.0922
H -2.9378 -2.8690 -3.1543 0.0523
H -4.2586 -2.2675 -4.0031 0.0928
H -4.3550 -1.5484 -1.6681 0.1239
H -6.5654 -3.1865 -2.8754 0.1260
H -6.7251 -1.7155 -1.8793 0.1362
C 1.8050 1.8532 -6.3015 -0.0135
C 1.7797 1.3218 -4.9260 -0.3526
C 1.7724 2.2901 -3.7092 -0.0727
O 0.7816 1.7379 -2.8492 0.0442
C 0.0281 0.8239 -3.5221 -0.4912
O -0.9454 0.2558 -3.0544 0.0880
O 0.5204 0.7492 -4.7715 0.0693
H 1.6002 1.0521 -7.0117 0.0993
H 2.8202 2.2403 -6.3887 0.0967
H 1.0784 2.6633 -6.3636 0.0991
H 2.5015 0.5347 -4.7082 0.1588
H 1.5740 3.3093 -4.0409 0.1288
H 2.7317 2.2142 -3.1973 0.1242
Br -0.9748 1.4253 2.0520 0.7413
C 0.0043 1.0528 0.4028 -0.6282
C 0.0473 -0.4769 0.1690 -0.5477
Br -1.7706 -1.0048 -0.3334 0.8821
H 0.9384 1.6013 0.5238 0.0228
H -0.4549 1.6317 -0.3984 0.0231
H 0.4192 -1.0879 0.9915 0.0471
H 0.6414 -0.7400 -0.7062 0.0474
```

As for the SMILES: C[C@H]1COC(=O)O1.C[C@H]1COC(=O)O1.C[C@H]1COC(=O)O1.C[C@H]1COC(=O)O1.C[C@H]1COC(=O)O1.C[C@H]1COC(=O)O1.C[C@H]1COC(=O)O1.C[C@H]1COC(=O)O1.C[C@H]1COC(=O)O1.BrCCBr. The relative energy (zero: lowest compared OMol25 entry of this formula, charge and spin) comes out at 66.1 kcal/mol. Its spin multiplicity is 1. For the molecular weight, the calculation gives 1106.7 g/mol.

=====

(2)
A structure of composition C38H59BF5N3O3ReS2Sb3Si3. Source: OMol25; level of theory: ωB97M-V/def2-TZVPD.

Geometry as XYZ:
```
118
Properties=species:S:1:pos:R:3:lowdin_spin:R:1
Re 0.7081 0.0676 -0.1126 2.4128
O -2.7782 -4.0003 -1.5912 0.0007
C -3.4802 -3.2173 -0.7570 0.0003
C -4.8085 -3.5732 -0.5166 -0.0002
C -5.5886 -2.8208 0.3334 0.0003
C -5.0713 -1.6890 0.9683 -0.0001
C -3.7668 -1.3256 0.7288 0.0005
C -2.9516 -2.0726 -0.1351 0.0000
C -1.5752 -1.6373 -0.3575 0.0079
O -1.1945 -0.5020 0.1848 0.0706
N -0.7673 -2.3420 -1.0926 0.0067
N 0.5106 -1.7866 -1.1467 0.0126
C 1.4248 -2.5898 -1.5914 0.0366
S 1.0482 -4.2197 -2.0353 0.0206
C 2.7096 -4.5858 -2.6667 0.0025
C 3.7102 -3.7895 -1.8539 0.0023
S 3.0829 -2.0911 -1.7219 0.0188
H -1.8563 -3.6784 -1.6266 -0.0003
H -5.1957 -4.4550 -1.0085 0.0000
H -6.6143 -3.1168 0.5111 0.0000
H -5.6868 -1.1057 1.6391 0.0000
H -3.3434 -0.4554 1.2137 0.0000
H 2.7534 -4.3294 -3.7245 0.0005
H 2.8686 -5.6570 -2.5505 0.0003
H 4.6805 -3.7375 -2.3451 0.0000
H 3.8336 -4.1977 -0.8500 0.0003
C -0.7764 -2.3638 6.5932 0.0001
Sb 0.1745 -2.7851 4.7213 0.0005
C 1.8778 -1.5382 5.1475 0.0000
C -0.9431 -1.3404 3.5026 0.0008
C -1.5922 -0.2251 4.2536 0.0008
C -2.8663 -0.4044 4.7965 -0.0001
C -3.4783 0.5758 5.5610 0.0006
C -2.8158 1.7700 5.8124 -0.0001
C -1.5586 1.9725 5.2679 0.0006
C -0.9439 0.9988 4.4820 0.0000
C 0.3605 1.3077 3.8231 0.0020
Sb 0.0772 1.9304 1.7864 0.0076
C -1.9609 2.5037 1.7578 -0.0069
C 1.1637 3.7483 1.7909 0.0086
H -1.7523 -2.8424 6.6535 0.0000
H -0.8892 -1.2890 6.7301 0.0000
H -0.1445 -2.7643 7.3859 0.0000
H 1.5990 -0.6871 5.7694 0.0000
H 2.3465 -1.1864 4.2273 0.0000
H 2.6087 -2.1386 5.6888 0.0000
H -1.6899 -1.9456 2.9892 0.0001
H -0.2285 -1.0002 2.7527 0.0000
H -3.3773 -1.3450 4.6205 0.0000
H -4.4650 0.4030 5.9704 0.0000
H -3.2744 2.5360 6.4229 0.0000
H -1.0397 2.9074 5.4514 0.0000
H 1.0610 0.4757 3.8080 0.0003
H 0.8486 2.1657 4.2864 -0.0004
H -2.0497 3.5507 2.0433 -0.0009
H -2.4832 1.8869 2.4889 0.0001
H -2.3853 2.3447 0.7706 -0.0002
H 0.7706 4.3752 2.5904 0.0003
H 1.0746 4.2687 0.8411 -0.0001
H 2.2135 3.5260 1.9791 0.0002
F 4.6458 -5.2343 2.2369 0.0008
C 3.8248 -4.2059 2.0512 0.0024
C 4.2871 -2.9075 2.2077 -0.0001
F 5.5502 -2.6929 2.5569 -0.0002
C 3.4319 -1.8397 2.0012 0.0040
F 3.8835 -0.5930 2.1724 0.0010
C 2.1016 -2.0362 1.6358 0.0149
O 1.2686 -1.0096 1.4648 0.1407
C 1.6562 -3.3485 1.5013 0.0054
F 0.3794 -3.5762 1.1664 0.0008
C 2.5046 -4.4249 1.6960 -0.0001
F 2.0520 -5.6673 1.5380 -0.0001
B 5.0308 1.9701 -0.4145 0.0241
C 3.6345 1.2990 -0.3565 0.0989
N 2.5723 0.8246 -0.3128 0.0455
H 5.6920 1.4772 0.4644 0.0058
H 4.8126 3.1504 -0.2387 0.0104
H 5.4622 1.7500 -1.5251 0.0095
C 3.2636 0.8603 -3.9947 0.0016
Si 1.4592 0.6830 -4.4450 0.0056
C 1.0584 1.8154 -5.8754 -0.0011
C 0.9297 -1.0579 -4.8979 0.0022
Sb 0.0134 1.3989 -2.4201 0.0005
Si 0.3610 3.9601 -2.3563 0.0096
C 0.0691 4.6966 -4.0469 0.0010
C 2.1255 4.2416 -1.8325 0.0014
C -0.9129 4.6556 -1.1758 0.0015
Si -2.4561 1.0331 -3.1205 0.0028
C -3.4894 1.4237 -1.6198 0.0011
C -2.8400 2.2361 -4.4952 -0.0007
C -2.6739 -0.7149 -3.7243 0.0011
H 3.8580 0.1313 -4.5512 0.0004
H 3.4761 0.7247 -2.9372 0.0000
H 3.6151 1.8555 -4.2754 0.0000
H 1.4281 1.3465 -6.7924 -0.0001
H 1.5550 2.7802 -5.7789 0.0000
H -0.0102 1.9885 -6.0039 -0.0001
H 1.7537 -1.5766 -5.3952 0.0004
H 0.0972 -1.0101 -5.6031 0.0000
H 0.6077 -1.6612 -4.0516 0.0001
H 0.9428 4.5965 -4.6904 0.0000
H -0.1197 5.7661 -3.9146 0.0003
H -0.7895 4.2727 -4.5665 0.0000
H 2.8018 3.9801 -2.6498 0.0000
H 2.4373 3.6648 -0.9636 0.0000
H 2.2834 5.3002 -1.6066 0.0004
H -1.8937 4.6628 -1.6580 0.0000
H -0.6617 5.6904 -0.9283 0.0003
H -1.0066 4.1002 -0.2432 -0.0001
H -3.4075 2.4811 -1.3574 0.0000
H -3.1975 0.8229 -0.7594 -0.0001
H -4.5411 1.2133 -1.8327 0.0003
H -2.7659 3.2730 -4.1642 0.0000
H -3.8677 2.0722 -4.8313 0.0000
H -2.1882 2.0985 -5.3588 -0.0001
H -2.3397 -1.4669 -3.0105 0.0000
H -2.1404 -0.8737 -4.6628 0.0000
H -3.7379 -0.8833 -3.9155 0.0002
```

The relative energy (zero: lowest compared OMol25 entry of this formula, charge and spin) comes out at 0.0 kcal/mol. The total charge is +1. The expectation value of S² is 3.783. Its spin multiplicity is 4. For the molecular weight, the calculation gives 1411.6 g/mol.